(1)
The following is a DFT calculation (ωB97M-V/def2-TZVPD) of a cluster of 2 separate species, C3H10NOS in total.

Total charge   -1
Highest occupied orbital energy   -2.8 eV
Spin multiplicity   1

```
16
C3H10NOS | OMol25 | ωB97M-V/def2-TZVPD
C 0.547 2.022 -1.282
S 1.106 0.968 -2.637
C 0.941 -0.556 -1.695
H -0.225 1.477 -0.724
H 0.131 2.928 -1.712
H 1.367 2.263 -0.611
H 1.300 -1.467 -2.171
H 1.503 -0.428 -0.766
H -0.089 -0.736 -1.375
N -1.170 -1.679 2.303
C -0.779 -0.351 1.729
O -1.172 -0.113 0.491
H -2.101 -1.931 2.001
H -0.524 -2.421 2.072
H -1.165 0.382 2.483
H 0.329 -0.356 1.893
```



(2)
The following is a DFT calculation (ωB97M-V/def2-TZVPD) of the ion C3H10NP2 with charge +1 at a distorted geometry.

Total charge   +1
Highest occupied orbital energy   -13.8 eV
Spin multiplicity   1
Structure (SMILES)   C[C@H]1[NH2+]C[PH]#[PH]1

```
16
C3H10NP2 | OMol25 | ωB97M-V/def2-TZVPD
C 1.017 -1.541 -0.063
C -0.196 0.791 0.434
C -1.313 1.407 -0.286
N -0.475 -0.650 0.509
P 2.510 -0.515 0.218
P 1.413 1.370 -0.258
H 0.864 -2.522 0.240
H 1.030 -1.545 -1.189
H -0.141 1.016 1.503
H -2.370 1.346 0.203
H -1.354 0.808 -1.190
H -1.111 2.397 -0.651
H -1.207 -0.910 -0.170
H -0.629 -0.868 1.544
H 2.493 -0.434 1.683
H 1.203 1.181 -1.711
```



(3)
The following is a DFT calculation (ωB97M-V/def2-TZVPD) of a cluster of 2 separate species, C3H10NS in total.

Total charge   -1
Highest occupied orbital energy   -2.4 eV
Spin multiplicity   1

```
15
C3H10NS | OMol25 | ωB97M-V/def2-TZVPD
C -2.800 0.174 -1.734
S -1.061 -0.296 -1.426
H -3.217 0.705 -0.886
H -2.846 0.886 -2.559
H -3.423 -0.693 -1.963
C 2.180 0.043 0.109
C 1.400 -0.418 1.321
N 0.320 0.537 1.630
H 2.525 1.074 0.213
H 3.004 -0.644 -0.120
H 1.570 -0.034 -0.786
H 0.928 -1.381 1.078
H 2.033 -0.580 2.195
H -0.242 0.619 0.766
H -0.371 0.008 2.161
```



(4)
The following is a DFT calculation (ωB97M-V/def2-TZVPD) of a cluster of 2 separate species, C3H10NS in total at a distorted geometry.

Total charge   -1
Highest occupied orbital energy   -2.2 eV
Spin multiplicity   1

```
15
C3H10NS | OMol25 | ωB97M-V/def2-TZVPD
C 3.758 -1.235 -0.844
S 2.313 -1.551 0.423
H 4.559 -1.937 -1.066
H 4.141 -0.406 -0.253
H 3.368 -0.826 -1.936
C -2.142 0.889 -0.766
N -2.074 1.244 0.676
C -1.592 0.106 1.346
H -1.128 0.380 -1.045
H -2.261 1.945 -1.241
H -2.971 0.143 -0.718
H -1.393 2.018 0.570
H -0.532 0.198 1.730
H -2.319 -0.077 2.188
H -1.728 -0.891 0.935
```



(5)
The following is a DFT calculation (ωB97M-V/def2-TZVPD) of a cluster of 2 separate species, C3H10NS in total at a distorted geometry.

Total charge   0
Highest occupied orbital energy (spin up / spin down)   -5.8 / -9.3 eV
<S²>   0.7532
Spin multiplicity   2

```
15
C3H10NS | OMol25 | ωB97M-V/def2-TZVPD
C -2.208 0.148 2.000
N -1.546 0.555 0.917
H -3.287 0.145 2.225
H -1.650 -0.083 2.910
H -0.571 0.329 0.699
H -2.105 0.456 0.058
C 1.614 -0.957 -0.686
C 0.804 0.042 -1.535
S 0.743 1.689 -0.745
H 1.222 -1.967 -0.908
H 2.685 -0.653 -0.860
H 1.193 -0.901 0.355
H -0.143 -0.503 -1.776
H 1.303 0.102 -2.496
H 1.947 1.598 -0.158
```



(6)
The following is a DFT calculation (ωB97M-V/def2-TZVPD) of a structure of composition C3H10NS at a distorted geometry.

Total charge   +1
Highest occupied orbital energy   -13.9 eV
Spin multiplicity   1

```
15
C3H10NS | OMol25 | ωB97M-V/def2-TZVPD
C 0.675 1.845 0.196
N 1.293 1.066 -0.651
H -0.027 2.595 -0.122
H 1.254 2.026 1.085
H 1.272 1.175 -1.656
H 2.093 0.544 -0.324
C -0.460 -1.613 -0.775
C -0.517 -1.213 0.702
S -1.212 0.545 1.029
H -1.363 -2.064 -1.186
H -0.372 -0.727 -1.400
H 0.338 -2.347 -0.872
H 0.520 -1.132 0.997
H -1.276 -1.769 1.232
H -2.216 1.069 1.746
```



Energy above the lowest of the compared OMol25 structures with the same formula, charge and spin per entry: 1.6855 0.9041 0.6782 2.9599 1.4667 2.6691 eV